C18H38BN6O2OsS | the ωB97M-V functional and the def2-TZVPD basis

Geometry as XYZ:
```
67
Properties=species:S:1:pos:R:3:forces:R:3
Os -0.10274 2.08062 0.11325 0.0 -0.1 0.0
N 1.37561 1.92062 -1.38412 0.0 0.0 0.0
C 2.52039 2.71804 -0.84423 0.0 0.0 0.0
C 1.98238 4.06816 -0.42158 0.0 0.0 0.0
N 0.80399 3.91810 0.50454 0.0 0.0 0.0
C -0.17401 5.03868 0.25244 0.0 0.0 0.0
C -1.38992 4.54623 -0.53998 0.0 0.0 0.0
N -1.04688 3.30687 -1.30078 0.0 0.0 0.0
C 1.24465 3.90012 1.93160 0.0 0.0 0.0
C 0.14709 3.33596 2.81339 0.0 0.0 0.0
N -0.26503 1.99437 2.28747 -0.1 0.0 0.0
H 1.68643 0.95999 -1.52036 0.0 0.0 0.0
H 1.14746 2.25357 -2.32218 0.0 0.0 0.0
H 3.30677 2.84057 -1.59029 0.0 0.0 0.0
H 2.93597 2.16316 -0.00335 0.0 0.0 0.0
H 1.64206 4.60576 -1.30789 0.0 0.0 0.0
H 2.75637 4.68240 0.04224 0.0 0.0 0.0
H 0.34179 5.84999 -0.25902 0.0 0.0 0.0
H -0.51165 5.44308 1.20422 0.0 0.0 0.0
H -1.76583 5.32300 -1.20677 0.0 0.0 0.0
H -2.19711 4.26944 0.13709 0.0 0.0 0.0
H -0.49025 3.56226 -2.11783 0.0 0.0 0.0
H -1.90655 2.92230 -1.68620 0.0 0.0 0.0
H 1.53379 4.90141 2.25930 0.0 0.0 0.0
H 2.12977 3.26248 1.98882 0.0 0.0 0.0
H -0.73723 3.97203 2.80388 0.0 0.0 0.0
H 0.49130 3.26838 3.84505 0.0 0.0 0.0
H -1.14246 1.69842 2.70917 0.0 0.0 0.0
H 0.41411 1.29142 2.58910 0.0 0.0 0.0
C -2.28160 -1.79290 -2.46010 0.0 0.0 0.0
C -2.40550 -1.75315 -0.94864 0.0 0.0 0.0
C -3.49360 -2.67833 -0.45333 0.0 0.0 0.0
O -1.10293 -2.22893 -0.40737 0.0 0.0 0.0
B -0.34707 -1.13720 -0.18295 0.0 0.0 0.0
O -1.01418 0.06374 -0.32163 0.0 0.0 0.0
C -2.48051 -0.31101 -0.36766 0.0 0.0 0.0
C -2.97871 -0.25246 1.06254 0.0 0.0 0.0
C -3.21867 0.66914 -1.24642 0.0 0.0 0.0
H -2.04421 -2.80828 -2.77388 0.0 0.0 0.0
H -1.49778 -1.12688 -2.82648 0.0 0.0 0.0
H -3.22371 -1.51574 -2.93199 0.0 0.0 0.0
H -3.38150 -3.65684 -0.91827 0.0 0.0 0.0
H -4.47295 -2.29251 -0.74080 0.0 0.0 0.0
H -3.47022 -2.80023 0.62736 0.0 0.0 0.0
H -2.44117 -0.94218 1.71527 0.0 0.0 0.0
H -4.03856 -0.50020 1.10617 0.0 0.0 0.0
H -2.87148 0.76595 1.43955 0.0 0.0 0.0
H -2.74249 0.79313 -2.21824 0.0 0.0 0.0
H -3.31020 1.62880 -0.73440 0.0 0.0 0.0
H -4.23437 0.30815 -1.41548 0.0 0.0 0.0
C 0.57975 -6.19506 -0.25448 0.0 0.0 0.0
C 1.54760 -5.11956 0.09209 0.0 0.0 0.0
C 2.86495 -5.32763 0.42942 0.0 0.0 0.0
C 3.68507 -4.23293 0.70076 0.0 0.0 0.0
N 3.19170 -2.97458 0.64293 0.0 0.0 0.0
C 1.94543 -2.81003 0.32871 0.0 0.0 0.0
S 1.41179 -1.11402 0.30792 0.0 0.0 0.0
N 1.11247 -3.83422 0.05022 0.0 0.0 0.0
C 5.11706 -4.37459 1.05775 0.0 0.0 0.0
H 0.85377 -7.12486 0.23830 0.0 0.0 0.0
H 0.60378 -6.37063 -1.33300 0.0 0.0 0.0
H -0.43766 -5.92850 0.03028 0.0 0.0 0.0
H 3.25189 -6.33506 0.48204 0.0 0.0 0.0
H 0.14066 -3.63467 -0.19000 0.0 0.0 0.0
H 5.41998 -5.41490 1.13228 0.0 0.0 0.0
H 5.30805 -3.86488 2.00335 0.0 0.0 0.0
H 5.72489 -3.87339 0.30125 0.0 0.0 0.0
```
Positions in Å, forces in eV/Å.

## Properties
- DFT total energy: -46277.0143 eV
- LUMO: -0.30469 Eh
- Frontier orbital gap: 8.26 eV
- Charge: +3
- Energy above the lowest of the compared OMol25 structures with the same formula, charge and spin: 17.5 kcal/mol

C40H53BO24 | the ωB97M-V functional and the def2-TZVPD basis

Geometry as XYZ:
```
118
Properties=species:S:1:pos:R:3:forces:R:3
C -6.93048 -7.08325 1.92875 0.3 -0.1 0.4
C -5.64427 -7.40905 0.91624 -1.4 1.9 -4.7
O -5.74301 -6.93025 -0.33854 1.5 -3.1 7.8
O -4.53549 -8.22330 1.43808 -2.0 3.5 -1.6
C -3.21485 -7.62424 1.09968 1.5 -0.5 -0.1
C -2.38778 -7.55043 2.54221 0.0 -0.6 -0.6
C -0.75121 -7.37058 2.30821 -0.5 0.7 -1.2
C -0.31928 -5.77570 2.29827 -1.0 1.9 2.2
C -0.81564 -4.78424 3.33522 1.8 -1.5 -3.6
C -0.32564 -3.19552 3.15273 1.2 2.3 3.0
O -0.01681 -2.39763 4.19268 -2.3 -5.0 -6.6
C -0.20396 -2.70250 1.55910 0.2 1.0 -3.1
C -0.60516 -1.19915 1.03747 1.6 -3.4 -2.6
C -0.41710 -0.89688 -0.58125 0.8 -2.9 1.0
C 0.16376 -1.95903 -1.68725 -0.3 -1.2 3.4
C 0.33886 -1.57748 -3.30625 -1.5 -0.4 1.9
B 1.91611 -1.32810 -3.73789 1.8 0.4 -1.4
O 2.26418 -0.55568 -4.98104 -2.3 -2.8 2.5
O 3.04167 -1.87964 -2.90403 -2.1 -0.8 -2.8
C 0.56382 -3.46207 -1.16514 -1.4 2.5 3.4
C 0.35378 -3.79926 0.42615 -0.5 1.8 -0.5
C 0.68704 -5.31769 1.04329 3.4 -1.3 -1.4
O 1.69836 -6.07796 0.58828 -6.6 4.4 2.8
H -7.56112 -8.05268 2.10553 1.4 1.7 -0.3
H -6.56467 -6.68454 2.99126 -0.6 -1.0 -2.4
H -7.66564 -6.26717 1.47032 2.0 -1.9 0.7
H -3.31620 -6.58323 0.56846 0.1 -2.1 1.1
H -2.68387 -8.38033 0.34469 -1.1 1.7 1.7
H -2.86730 -6.66629 3.15839 1.1 -2.0 -1.0
H -2.54609 -8.61118 3.05492 0.1 2.5 -0.9
H -0.55366 -7.78880 1.20856 -0.1 0.9 2.4
H -0.10095 -8.00763 3.04516 -1.4 1.4 -1.3
H -1.55310 -5.09302 4.21561 2.0 0.8 -2.0
H -1.04287 -0.37351 1.77758 1.1 -2.1 -1.9
H -0.73199 0.16443 -0.96134 0.7 -2.3 0.8
H -0.15806 -2.48215 -3.89106 1.2 2.0 1.1
H -0.35956 -0.65151 -3.47958 1.5 -1.7 0.1
H 1.47251 -0.56809 -5.62066 1.6 0.2 1.5
H 3.26444 -2.81780 -3.24242 -0.5 2.3 0.8
H 0.99157 -4.33366 -1.85385 -1.1 2.2 1.6
C 2.29558 4.13530 -8.10159 -0.2 0.2 0.2
C 2.14279 2.96634 -7.15004 0.7 1.0 -0.9
C 1.97109 1.64891 -7.84348 0.8 -0.4 -0.6
O 1.24223 0.89510 -6.89195 -1.0 0.6 0.4
C 0.52768 1.79549 -6.15236 -1.7 -0.2 1.5
O -0.36221 1.49890 -5.37476 1.9 0.5 -1.6
O 0.94142 3.07541 -6.40348 -0.7 -1.3 0.5
H 1.40513 4.25435 -8.72865 0.1 -0.2 0.1
H 2.40793 5.06871 -7.53986 0.1 -0.2 -0.1
H 3.16938 4.00909 -8.74755 -0.2 0.0 0.2
H 2.98049 2.94263 -6.44223 -0.1 -0.1 -0.1
H 2.92809 1.16876 -8.06693 -0.2 -0.1 0.1
H 1.37931 1.71198 -8.76349 0.1 0.2 0.1
C 1.64562 0.40340 4.45233 0.3 0.0 -0.1
C 1.46255 1.62507 5.32939 0.1 -1.6 -0.4
C 0.02744 2.00583 5.53296 -0.6 -0.8 0.4
O 0.11179 3.39839 5.77482 0.7 0.8 -0.3
C 1.23425 3.83466 5.12827 0.9 2.1 -0.6
O 1.51670 5.00628 4.94921 -0.7 -2.4 0.5
O 1.99777 2.78098 4.70492 -0.6 1.5 0.3
H 1.24826 0.57540 3.44594 -0.1 0.1 0.2
H 2.71093 0.17945 4.33242 -0.2 0.0 0.1
H 1.15110 -0.47194 4.88355 0.1 0.2 0.0
H 1.98165 1.48558 6.28563 -0.2 0.1 -0.1
H -0.42226 1.49111 6.38687 0.1 0.2 -0.1
H -0.59836 1.84437 4.64814 0.2 -0.1 0.0
C 1.90377 8.78739 -10.43986 -0.3 -0.2 0.3
C 3.28993 8.21007 -10.23861 -1.0 1.1 -0.1
C 4.05906 8.04220 -11.51385 0.2 0.7 -0.6
O 4.93993 6.97840 -11.20200 -0.2 -0.8 0.7
C 4.31614 6.22974 -10.24353 0.7 -2.0 0.7
O 4.68617 5.12771 -9.87866 -0.6 2.4 -0.9
O 3.21804 6.88017 -9.75002 0.9 -0.8 -0.3
H 1.28759 8.12970 -11.06280 0.2 0.1 0.0
H 1.38803 8.87826 -9.47800 0.1 0.1 -0.1
H 1.94986 9.77590 -10.90618 0.1 -0.1 0.1
H 3.84714 8.80960 -9.50829 0.0 -0.1 -0.1
H 4.61908 8.94226 -11.78327 0.1 -0.3 0.0
H 3.43719 7.74020 -12.36396 -0.1 0.1 0.2
C 4.71234 1.45069 10.50549 0.4 -0.3 -0.2
C 3.53447 1.52616 9.55567 1.0 0.5 0.8
C 2.20912 1.60278 10.25103 -0.3 0.7 0.6
O 1.33015 1.03417 9.29764 0.2 -0.7 -0.8
C 2.07858 0.16622 8.55278 -0.8 -1.7 -1.4
O 1.61841 -0.64772 7.77158 0.9 1.8 1.6
O 3.41388 0.32960 8.80319 -1.2 -0.3 -0.4
H 4.66185 0.55062 11.12807 -0.2 0.2 -0.1
H 5.64953 1.38763 9.94237 -0.1 0.1 0.1
H 4.75413 2.32933 11.15586 -0.1 -0.1 -0.1
H 3.66854 2.35684 8.85190 -0.1 0.0 0.1
H 1.91854 2.63208 10.48003 -0.1 -0.2 -0.1
H 2.16037 1.00509 11.16809 0.2 0.0 -0.1
C -2.41470 6.69916 6.91939 -0.2 0.4 0.2
C -2.56749 5.53020 7.87094 0.7 0.9 -0.9
C -2.73918 4.21277 7.17750 0.7 -0.5 -0.5
O -3.46804 3.45896 8.12902 -0.7 0.4 0.8
C -4.18260 4.35934 8.86862 -1.8 -0.5 1.6
O -5.07248 4.06276 9.64622 1.9 0.6 -1.7
O -3.76885 5.63926 8.61750 -0.6 -1.0 0.4
H -3.30515 6.81820 6.29233 0.1 -0.2 0.1
H -2.30235 7.63257 7.48111 0.1 -0.2 -0.1
H -1.54090 6.57295 6.27342 -0.1 -0.1 0.1
H -1.72978 5.50649 8.57874 0.0 -0.1 -0.1
H -1.78219 3.73261 6.95404 -0.3 0.1 0.1
H -3.33097 4.27583 6.25748 0.1 0.2 0.1
C -3.63805 -5.33359 -4.53017 -0.2 0.4 0.2
C -2.83778 -4.84453 -5.71997 -1.0 -0.8 0.7
C -1.61623 -5.66695 -5.99821 0.0 -0.9 -0.2
O -0.75948 -4.73649 -6.63467 0.1 1.1 0.2
C -1.11205 -3.50286 -6.16338 1.1 1.9 -0.4
O -0.46347 -2.48609 -6.33676 -1.3 -2.2 0.3
O -2.28870 -3.56110 -5.46729 1.2 0.4 -0.6
H -3.04582 -5.28934 -3.60953 0.0 -0.1 -0.2
H -4.51036 -4.69094 -4.37049 0.1 -0.2 -0.1
H -3.98365 -6.36065 -4.67997 0.1 0.1 -0.1
H -3.48239 -4.76908 -6.60432 0.1 0.0 0.0
H -1.82641 -6.51377 -6.65780 0.2 0.2 0.0
H -1.11943 -6.03356 -5.09300 -0.2 0.1 0.0
```
Positions in Å, forces in eV/Å.

## Properties
- DFT total energy: -92143.7969 eV
- SMILES: CC(=O)OCCCC1=CC(=O)c2ccc(CB(O)O)cc2C1=O.C[C@@H]1COC(=O)O1.C[C@@H]1COC(=O)O1.C[C@@H]1COC(=O)O1.C[C@@H]1COC(=O)O1.C[C@@H]1COC(=O)O1.C[C@@H]1COC(=O)O1
- LUMO: -0.05241 Eh
- Frontier orbital gap: 7.18 eV

C21H30N2SiV | the ωB97M-V functional and the def2-TZVPD basis

Geometry as XYZ:
```
55
Properties=species:S:1:pos:R:3:forces:R:3
C -2.08956 -0.73608 1.71515 -0.6 0.7 0.7
C -0.92202 -0.13026 2.27381 -0.4 0.0 0.6
C -1.29255 1.11648 2.85870 -0.3 -0.6 -0.2
H 0.06127 -0.60119 2.31267 -0.2 0.4 -0.3
C -2.70823 1.28431 2.68078 -0.7 -1.5 0.2
C -3.21024 0.12859 1.99281 0.4 0.2 1.4
H -4.26445 -0.10865 1.83062 0.4 0.2 -0.1
H -2.16319 -1.73212 1.28200 0.2 0.3 -0.1
H -0.64155 1.79104 3.42271 -0.2 -0.2 -0.5
H -3.32798 2.05277 3.14892 0.3 -0.1 -0.4
V -1.74569 1.16906 0.62088 -0.4 -1.2 1.1
C -0.12885 1.41697 -0.17849 2.7 1.7 -1.5
H 0.53878 1.16758 0.66663 0.1 0.2 -0.5
H -0.16946 0.51439 -0.82002 0.1 0.0 0.1
H 0.26377 2.28495 -0.77898 -0.3 -0.9 0.6
Si 2.19557 -1.75899 -0.32751 1.1 1.2 -1.1
C 2.35245 -2.12292 -2.16209 0.6 -0.2 -0.4
C 2.27427 -3.49778 -2.49806 -0.5 0.2 0.0
H 2.49067 -4.25402 -1.72689 -0.4 0.4 -0.4
C 1.87945 -3.90466 -3.78173 0.3 0.4 -0.1
H 1.67864 -4.96107 -3.98651 0.3 0.4 0.0
C 1.73004 -2.94568 -4.79627 -0.1 0.3 0.5
H 1.39374 -3.24038 -5.79829 0.3 0.1 0.5
C 1.99097 -1.58895 -4.51620 0.1 0.0 0.2
H 1.92704 -0.85155 -5.33187 0.1 -0.4 0.5
C 2.31106 -1.17493 -3.20547 -0.4 -0.4 -0.4
H 2.53806 -0.11659 -3.00753 -0.3 -0.5 -0.1
C 3.38579 -0.95357 0.88980 0.1 0.4 0.1
C 4.49083 -1.74120 1.28506 -0.3 0.3 0.6
H 4.90366 -2.50252 0.61792 -0.3 0.1 0.2
C 5.00963 -1.62292 2.58317 -0.1 0.2 -0.1
H 5.75164 -2.35230 2.94496 -0.3 0.6 -0.3
C 4.51741 -0.63195 3.44755 -0.4 -0.2 -0.2
H 4.86221 -0.60572 4.48681 0.0 0.2 -0.5
C 3.52354 0.26063 3.00648 0.2 -0.1 0.1
H 3.15890 1.05406 3.67314 0.3 -0.4 -0.3
C 2.96140 0.10344 1.73449 0.5 -0.8 0.1
H 2.17158 0.79010 1.41393 0.3 -0.3 0.1
H 0.89882 -1.05208 -0.24967 -0.2 0.0 0.3
H 2.12701 -3.03431 0.22068 -0.5 -1.8 0.8
N -2.83325 0.37735 -0.87173 -0.2 -0.9 -0.3
C -3.45205 1.51501 -1.59566 -0.4 -0.2 -0.5
C -4.32617 2.30233 -0.63595 -0.7 0.5 -0.3
C -3.68926 3.43191 0.14236 0.3 0.7 0.3
N -2.29382 3.10691 0.60395 0.3 1.6 0.1
H -2.24441 -0.18408 -1.49749 -0.1 0.1 0.0
H -3.54657 -0.27907 -0.52610 0.2 0.5 -0.4
H -2.66312 2.10220 -2.09144 -0.2 -0.1 0.3
H -4.07770 1.08592 -2.38287 0.1 0.2 0.0
H -5.11158 2.77088 -1.23564 -0.1 -0.1 0.1
H -4.84997 1.64412 0.06472 0.1 -0.2 -0.2
H -3.61483 4.35816 -0.45403 -0.2 -0.4 0.2
H -4.26936 3.65658 1.04269 -0.1 0.0 -0.3
H -2.10810 3.58229 1.49483 -0.3 -0.3 -0.1
H -1.64424 3.61752 -0.00169 -0.1 -0.3 -0.1
```
Positions in Å, forces in eV/Å.

## Properties
- Spin multiplicity: 2
- <S²>: 0.767
- DFT total energy: -58791.2482 eV
- LUMO (alpha / beta): -0.31484 / -0.29466 Eh
- Frontier orbital gap (alpha / beta): 4.75 / 5.30 eV
- Charge: +2
- Energy above the lowest of the compared OMol25 structures with the same formula, charge and spin: 0.0 kcal/mol

Which of these has the highest DFT total energy?
C18H38BN6O2OsS